*a*
Formula: C4H6NP
Source: the Open Molecules 2025 dataset
Level of theory: ωB97M-V/def2-TZVPD

Element x y z (Å)
C: 0.79260 -1.63519 -0.06428
N: 1.97064 -1.38073 -0.41104
P: 2.67372 0.31848 0.17504
C: 1.31079 1.27686 -0.17862
C: -0.00751 0.66488 -0.39559
C: -0.08728 -0.61046 0.52688
H: 0.55586 -2.61511 -0.31993
H: 1.55949 2.25061 -0.29483
H: -0.86143 1.41948 0.02644
H: -0.35717 0.27701 -1.31193
H: -1.01014 -1.07525 0.67451
H: 0.33233 -0.38871 1.45160

Results
Frontier orbital gap (eV): 9.123
Structure (SMILES): C1=NP=CCC1
E_HOMO (eV): -9.09
2S+1: 1

*b*
Formula: C4H6NP
Source: the Open Molecules 2025 dataset
Level of theory: ωB97M-V/def2-TZVPD

Element x y z (Å)
H: -1.28176 -0.55223 -2.79656
N: -0.39784 -0.14913 -2.47443
C: -0.40140 -0.06016 -1.21234
C: 0.84462 0.20530 -0.40248
C: 0.53684 0.19770 1.13159
C: -0.92070 -0.10638 1.34029
P: -1.85378 -0.51557 0.01754
H: 1.53961 -0.69597 -0.45060
H: 1.30978 1.15011 -0.88604
H: 0.59636 1.15905 1.68606
H: 1.18382 -0.66498 1.72146
H: -1.15553 0.03225 2.32549

Results
Frontier orbital gap (eV): 9.193
Structure (SMILES): [H]/N=C1/CCC=P1
E_HOMO (eV): -9.11
2S+1: 1

Tell me which of them is the most stable. Sure, it is *b*.

*a*
Formula: C3H7N3S
Source: the Open Molecules 2025 dataset
Level of theory: ωB97M-V/def2-TZVPD

Element x y z (Å)
S: 1.44011 -1.65382 -0.50007
N: 0.38135 -0.42956 -0.00467
C: 0.79082 0.90409 -0.15183
N: 0.03356 1.92977 0.02088
N: -1.23379 1.73864 0.52823
C: -1.74082 0.40073 0.74253
C: -1.04620 -0.62282 -0.15906
H: 1.82086 -2.08501 0.71123
H: 1.80112 1.06150 -0.49276
H: -1.88455 2.37695 0.10769
H: -2.82999 0.36858 0.58558
H: -1.57384 0.10806 1.77076
H: -1.36791 -0.50157 -1.20665
H: -1.29807 -1.63132 0.12448

Results
Frontier orbital gap (eV): 8.700
Structure (SMILES): SN1C=NNCC1
E_HOMO (eV): -7.94
2S+1: 1

*b*
Formula: C3H7N3S
Source: the Open Molecules 2025 dataset
Level of theory: ωB97M-V/def2-TZVPD

Element x y z (Å)
H: -2.37185 -1.98284 -0.51510
N: -1.53693 -1.24948 -0.73569
C: -1.27592 -0.67754 0.54914
N: -0.60640 0.50152 0.63978
C: 0.04044 1.21065 -0.51586
C: 1.52867 1.03184 -0.21259
N: 2.30955 0.05641 0.07437
S: 1.88058 -1.52808 0.02173
H: -1.94082 -1.24628 1.25067
H: -0.53176 0.96472 1.43502
H: -0.14801 2.24760 -0.84306
H: -0.10685 0.30871 -1.32785
H: 2.12526 1.88717 0.31230
H: 0.63403 -1.52440 -0.13284

Results
Frontier orbital gap (eV): 9.318
Structure (SMILES): [H]/N=C/NC/C=N\S
E_HOMO (eV): -8.63
2S+1: 1

Tell me which of them is the most stable. Sure, it is *a*.

*a*
Formula: C3H7N3S
Source: the Open Molecules 2025 dataset
Level of theory: ωB97M-V/def2-TZVPD

Element x y z (Å)
C: 1.47171 0.06853 -0.81521
C: 0.14066 0.15551 0.02922
N: -1.00867 -0.03906 -0.36362
N: -1.19974 -0.59374 -1.63252
C: 0.12070 0.58741 1.52389
N: -1.24952 0.22898 1.86251
S: 1.30081 1.15334 2.40576
H: 2.34756 0.73280 -0.59260
H: 2.05624 -1.02375 -0.60456
H: 1.55216 0.36888 -1.90952
H: -1.99610 -1.31012 -1.71461
H: -0.25144 -0.82162 -1.99070
H: -1.79050 -0.34777 1.16120
H: -1.49385 0.84061 2.64075

Results
Frontier orbital gap (eV): 8.742
Structure (SMILES): C/C(=N\N)C(N)=S
E_HOMO (eV): -8.53
2S+1: 1

*b*
Formula: C3H7N3S
Source: the Open Molecules 2025 dataset
Level of theory: ωB97M-V/def2-TZVPD

Element x y z (Å)
C: 0.08337 -1.25924 0.04630
C: 0.04674 0.25221 0.25854
N: 0.61036 0.93294 1.18652
N: 1.38331 0.15546 2.08856
N: -0.76563 0.93703 -0.64957
C: -1.34083 0.61410 -1.84929
S: -1.10121 -0.61408 -2.87231
H: 0.89912 -1.48798 -0.65592
H: 0.24463 -1.73123 1.02086
H: -0.89582 -1.54346 -0.33405
H: 2.09349 -0.30143 1.53460
H: 1.88819 0.83655 2.69285
H: -1.01881 1.88305 -0.35495
H: -2.12691 1.32607 -2.11215

Results
Frontier orbital gap (eV): 8.862
Structure (SMILES): C/C(=N\N)NC=S
E_HOMO (eV): -8.54
2S+1: 1

*c*
Formula: C3H7N3S
Source: the Open Molecules 2025 dataset
Level of theory: ωB97M-V/def2-TZVPD

Element x y z (Å)
N: 0.01590 1.50570 -0.69606
C: -0.12494 0.62049 0.46039
C: 1.05911 -0.27898 0.60634
N: 0.93970 -1.34693 -0.33450
N: -0.48053 -1.44512 -0.40375
C: -1.19207 -0.39488 0.01094
S: -2.83468 -0.24657 0.06298
H: 0.67885 2.26477 -0.41301
H: -0.95541 1.91895 -0.93360
H: -0.49199 1.20421 1.31311
H: 1.09888 -0.77207 1.62734
H: 2.01997 0.19804 0.48674
H: 1.16198 -0.86098 -1.20971
H: -0.89478 -2.36664 -0.57719

Results
Frontier orbital gap (eV): 9.052
Structure (SMILES): N[C@@H]1CNNC1=S
E_HOMO (eV): -8.42
2S+1: 1

Tell me which of them is the most stable. Sure, it is *c*.

*a*
Formula: C3H7N3S
Source: the Open Molecules 2025 dataset
Level of theory: ωB97M-V/def2-TZVPD

Element x y z (Å)
H: -1.08238 1.42031 -1.21454
N: -1.69161 0.59809 -0.77577
C: -1.10855 -0.43195 -0.24287
N: -1.97698 -1.44353 0.11527
N: 0.25208 -0.74390 -0.08181
C: 1.44962 -0.11959 0.05591
C: 1.42216 1.25757 0.29408
S: 2.86304 -1.00641 -0.36935
H: -2.97661 -1.05509 0.37437
H: -1.77200 -1.94578 0.96849
H: 0.52097 -1.60604 -0.40538
H: 1.35866 1.95340 -0.52388
H: 2.15894 1.66734 0.93860
H: 0.58265 1.45560 0.86690

Results
Frontier orbital gap (eV): 8.644
Structure (SMILES): [H]/N=C(/N)NC(C)=S
E_HOMO (eV): -8.72
2S+1: 1

*b*
Formula: C3H7N3S
Source: the Open Molecules 2025 dataset
Level of theory: ωB97M-V/def2-TZVPD

Element x y z (Å)
H: 1.87178 -2.37061 0.28498
N: 0.95424 -1.71667 0.20459
C: 1.45469 -0.58878 -0.31240
N: 0.73209 0.52759 -0.43613
C: -0.23477 0.92149 0.47441
C: -1.66247 1.08543 -0.03320
N: -2.32445 0.08330 -0.41102
S: -1.92168 -1.54553 -0.07814
H: 2.58495 -0.35037 -0.85103
H: 1.31915 1.44978 -0.79825
H: -0.10106 1.95171 0.86011
H: -0.14673 0.18217 1.39214
H: -2.09961 2.11826 -0.11434
H: -0.42615 -1.74776 -0.18171

Results
Frontier orbital gap (eV): 7.983
Structure (SMILES): [H]/N=C/NC/C=N\S
E_HOMO (eV): -7.82
2S+1: 1

*c*
Formula: C3H7N3S
Source: the Open Molecules 2025 dataset
Level of theory: ωB97M-V/def2-TZVPD

Element x y z (Å)
C: -1.73038 1.41275 -0.02118
C: -1.80381 -0.09079 -0.03087
S: -3.22702 -0.94470 -0.03207
N: -0.62798 -0.73177 -0.03140
N: 0.57208 -0.07040 -0.03135
C: 1.61193 -0.81761 -0.01550
N: 2.87387 -0.30246 -0.10879
H: -1.18364 1.75167 -0.89724
H: -1.19538 1.75953 0.84681
H: -2.75610 1.81247 0.00427
H: -0.66037 -1.74896 -0.05303
H: 1.57412 -1.89586 0.01970
H: 2.96564 0.69974 0.03321
H: 3.58705 -0.83363 0.31745

Results
Frontier orbital gap (eV): 8.623
Structure (SMILES): CC(=S)N/N=C/N
E_HOMO (eV): -7.97
2S+1: 1

Tell me which of them is the most stable. Sure, it is *c*.